A single C23H28ClN3O5S molecule. Source: the OMol25 dataset; level of theory: ωB97M-V/def2-TZVPD.

SMILES string	O=C(CN(C[C@H]1CCCO1)C(=O)CNS(=O)(=O)c1ccc(Cl)cc1)NCCc1ccccc1
relative energy (zero: lowest compared OMol25 entry of this formula, charge and spin)	0.00	kJ/mol
largest force on an atom	0.84	eV/Å
LUMO level	0.5	eV
gap between HOMO and LUMO	0.3575	Eh
charge	0

Each line ends with the Mulliken charge.
CARTESIAN COORDINATES (ANGSTROEM)
1 Cl 5.565 -2.937 0.459  -0.22
2 S 3.262 2.804 -0.433  1.26
3 O 1.661 -0.220 -0.817  -0.64
4 O -2.083 1.667 1.417  -0.41
5 O -1.225 -3.068 1.012  -0.66
6 O 3.209 3.501 0.819  -0.68
7 O 3.865 3.432 -1.567  -0.72
8 N -0.164 -2.484 -0.902  0.10
9 N 1.680 2.463 -0.854  -0.28
10 N 0.651 -0.403 1.190  0.55
11 C -2.866 -0.442 2.120  -0.88
12 C -1.217 0.436 -2.526  -0.23
13 C 4.035 1.209 -0.157  -0.19
14 C 1.097 0.309 0.136  1.17
15 C 0.849 -1.843 1.176  -0.74
16 C -0.297 -2.542 0.430  0.42
17 C -3.262 -0.639 -1.908  -0.21
18 C 4.520 0.502 -1.239  -0.24
19 C -3.177 1.887 2.300  -0.59
20 C -1.720 1.650 -2.086  -0.42
21 C 0.917 1.818 0.185  -1.45
22 C -1.984 -0.718 -2.450  0.59
23 C 4.525 -0.608 1.314  -0.81
24 C 5.009 -0.779 -1.052  -0.73
25 C -1.450 -2.033 -2.948  -1.50
26 C -3.342 0.608 3.119  -0.67
27 C -1.157 -3.013 -1.809  -0.83
28 C 4.042 0.674 1.115  -0.09
29 C -3.764 0.571 -1.462  -0.68
30 C -1.725 0.294 1.414  2.80
31 C 4.993 -1.328 0.223  0.42
32 C -0.344 0.112 2.103  -2.14
33 C -2.995 1.720 -1.554  -0.40
34 H 5.387 -1.354 -1.883  0.46
35 H 1.803 -2.048 0.683  0.36
36 H -4.368 0.456 3.444  0.45
37 H 4.508 0.963 -2.213  0.47
38 H 3.677 1.269 1.937  0.54
39 H -3.654 -0.657 1.397  0.34
40 H -0.531 -1.864 -3.515  0.41
41 H -2.053 -3.212 -1.217  0.50
42 H -1.630 -0.026 0.370  -1.51
43 H 1.282 2.231 1.127  0.68
44 H -0.024 1.082 2.490  0.23
45 H -2.690 0.628 3.993  0.25
46 H 4.534 -1.050 2.298  0.45
47 H -2.544 -1.378 2.566  0.49
48 H -2.958 2.768 2.908  0.33
49 H -4.076 2.085 1.701  0.29
50 H -0.800 -3.962 -2.229  0.36
51 H -2.180 -2.498 -3.615  0.42
52 H 0.608 -1.955 -1.290  0.18
53 H -3.387 2.665 -1.212  0.40
54 H -0.423 -0.586 2.936  0.51
55 H -0.143 2.071 0.083  -0.08
56 H 0.878 -2.204 2.205  0.59
57 H -4.762 0.619 -1.050  0.43
58 H -0.220 0.387 -2.941  0.27
59 H -1.117 2.542 -2.167  0.49
60 H 1.649 1.956 -1.729  0.39
61 H -3.870 -1.530 -1.846  0.42

=====

A single C23H28N2O4S molecule. Source: the OMol25 dataset; level of theory: ωB97M-V/def2-TZVPD.

SMILES string	C[C@@H]1CCC[C@H](C)N1C(=O)COC(=O)[C@H](Cc1ccccc1)NC(=O)c1cccs1
relative energy (zero: lowest compared OMol25 entry of this formula, charge and spin)	0.00	kJ/mol
largest force on an atom	0.82	eV/Å
LUMO level	0.5	eV
gap between HOMO and LUMO	0.3519	Eh
charge	0

Each line ends with the Mulliken charge.
CARTESIAN COORDINATES (ANGSTROEM)
1 S 6.685 0.888 -0.356  -0.09
2 O -0.225 -0.722 -2.625  -0.29
3 O -1.876 1.928 -2.644  -0.71
4 O 4.816 -0.652 -2.035  -0.73
5 O 0.317 0.566 -0.858  -0.64
6 N 2.888 0.051 -1.092  0.22
7 N -2.493 0.959 -0.698  0.26
8 C -4.506 2.342 -0.288  -1.54
9 C -1.624 -0.423 -2.579  -0.80
10 C 1.244 -2.380 2.046  -0.93
11 C 5.568 2.263 1.499  -0.61
12 C -1.940 0.223 1.591  -0.72
13 C -2.979 2.256 -0.226  -0.15
14 C -1.981 0.937 -1.945  1.00
15 C 0.608 -0.192 -1.749  0.45
16 C -2.423 2.601 1.155  -0.77
17 C -2.628 1.462 2.144  -0.87
18 C -3.834 -0.877 0.291  -1.83
19 C 1.349 -2.504 -0.357  0.26
20 C 4.517 1.636 0.805  -0.42
21 C 0.072 -3.050 -0.363  -0.05
22 C -2.472 -0.178 0.209  1.33
23 C 6.789 1.951 0.983  -0.38
24 C -0.613 -3.261 0.821  -0.55
25 C 4.959 0.857 -0.231  0.49
26 C 2.026 -0.703 -1.963  -0.43
27 C -0.030 -2.919 2.029  -0.46
28 C 4.238 0.024 -1.202  0.20
29 C 1.931 -2.179 0.863  -0.02
30 C 2.061 -2.219 -1.648  -1.55
31 H -4.540 -0.314 0.892  0.36
32 H -2.585 2.982 -0.946  0.52
33 H -3.709 -1.857 0.745  0.39
34 H 2.334 -0.556 -3.006  0.67
35 H -1.924 -0.353 -3.629  0.42
36 H 2.931 -1.769 0.883  0.46
37 H -2.193 1.724 3.110  0.39
38 H -2.058 -0.627 2.264  0.36
39 H -1.749 -0.901 -0.177  -0.63
40 H -0.873 0.429 1.489  0.22
41 H 1.583 -2.752 -2.470  0.47
42 H -2.904 3.515 1.508  0.39
43 H 7.749 2.289 1.317  0.46
44 H -0.564 -3.080 2.954  0.45
45 H 1.707 -2.118 2.987  0.43
46 H -4.856 1.989 -1.254  0.35
47 H 3.110 -2.515 -1.597  0.60
48 H 2.414 0.636 -0.419  0.15
49 H -0.386 -3.320 -1.305  0.41
50 H 5.423 2.915 2.341  0.39
51 H -3.691 1.276 2.302  0.35
52 H -4.256 -1.005 -0.703  0.40
53 H -1.602 -3.696 0.801  0.43
54 H 3.482 1.764 1.071  0.46
55 H -2.141 -1.266 -2.116  0.32
56 H -4.810 3.379 -0.171  0.46
57 H -4.984 1.758 0.492  0.28
58 H -1.352 2.792 1.061  0.35